No. 1
Here is C29H35N7OsP2 as an isolated structure in a non-equilibrium geometry from the Open Molecules 2025 dataset. Energies are from the ωB97M-V functional and the def2-TZVPD basis.

The HOMO energy (spin up / spin down) is -13.1 / -13.1 eV. As for the energy: -62093.3874 eV. Its spin multiplicity is 5. The frontier orbital gap (spin up / spin down) is 0.2682 / 0.1033 hartree. The LUMO energy (spin up / spin down) comes out at -0.2145 / -0.3793 hartree. As for the energy above the lowest of the compared OMol25 structures with the same formula, charge and spin: 0.00 kcal/mol. The net charge is +2.

Structure (XYZ):
```
74
Properties=species:S:1:pos:R:3:forces:R:3
H 2.970 1.495 0.714 0.04 0.27 -0.16
N 4.507 0.257 5.444 0.10 -0.50 -0.74
C 2.288 -2.359 -1.195 0.27 -0.52 -0.61
H 1.088 -4.490 -3.429 -0.05 0.01 0.15
H -2.611 -0.763 -3.011 0.21 0.23 -0.32
H -3.690 1.859 -1.653 -0.02 0.34 -0.19
C -0.109 -5.290 2.915 0.39 1.42 -0.83
C -2.250 2.600 -5.444 0.31 0.84 -0.19
H -4.528 2.851 -2.849 0.22 0.19 0.24
N -0.134 -3.370 1.705 0.97 1.37 -0.47
C -0.568 3.235 3.061 -0.14 0.26 0.94
H 1.274 1.159 4.795 -0.21 0.14 0.17
H -0.901 -0.560 -4.718 -0.30 0.18 0.14
C -1.415 -3.567 2.216 -0.11 -0.83 0.66
H 3.403 -3.137 -2.912 -0.17 0.03 0.04
C -1.009 -0.989 0.523 -0.22 0.24 -0.05
C 0.385 -3.501 -1.573 0.59 -0.28 -0.71
C 3.804 0.110 4.399 -0.39 0.10 1.09
C -1.705 0.182 -4.662 0.04 -0.10 -0.14
C -1.435 -4.746 2.952 0.57 1.14 -0.59
C -1.696 1.193 -5.777 0.32 -0.21 -0.18
H -4.653 0.328 -3.095 0.14 0.33 -0.30
H 0.409 3.721 -2.049 0.23 0.14 0.18
H -1.191 4.749 4.528 0.13 0.00 -0.04
H 1.724 -4.449 1.935 -0.02 -0.05 -0.18
C -3.662 2.182 -2.706 0.39 -0.62 -0.07
C -3.875 0.931 -3.590 -0.36 0.09 0.13
Os 1.995 -0.751 2.028 2.71 -0.53 2.05
N 0.203 2.077 3.187 0.10 -0.92 -0.38
C 0.127 3.058 5.222 0.19 -0.96 -0.98
C 0.799 3.139 -1.226 -0.29 -0.59 1.00
H 2.937 -1.663 -0.681 -0.03 -0.20 -0.19
H 3.261 -2.866 2.844 0.29 0.08 -0.16
C -1.803 3.145 -4.121 1.40 0.02 -3.53
C 2.487 -3.111 -2.336 -0.26 0.58 0.62
H -2.281 -5.126 3.510 0.09 0.00 -0.23
H -1.876 -1.665 0.558 0.32 0.29 -0.10
H -0.632 -3.819 -1.409 0.06 -0.10 0.10
C 3.432 -2.206 1.975 0.55 -0.65 -0.44
H -1.016 2.736 0.051 0.18 -0.05 -0.14
C 0.669 -4.420 2.149 -0.76 -0.76 0.94
H -2.268 0.802 -6.637 0.26 0.12 0.25
C 0.034 2.618 -0.186 0.48 -0.05 -0.67
N 2.966 0.103 3.560 1.48 -0.09 -0.37
C -1.168 0.188 1.511 -0.45 0.04 -0.09
H -0.983 3.522 2.103 0.07 0.01 0.31
H -4.277 1.237 -4.563 0.02 -0.29 0.20
H -1.669 -0.134 2.441 0.13 0.18 -0.30
C -2.400 2.954 -2.933 -2.19 -0.67 2.77
H -1.853 3.275 -6.221 -0.25 -0.19 0.29
C 2.168 1.986 0.173 -0.35 0.57 -1.09
H 0.246 -6.164 3.433 0.01 -0.08 -0.14
H 3.015 3.002 -1.580 -0.02 0.00 -0.02
H -1.737 1.014 1.063 -0.11 -0.35 0.27
N 0.870 1.900 0.648 -0.26 -0.84 0.43
C 1.280 -3.828 -2.597 -0.68 0.73 1.38
H -0.659 1.318 -6.127 -0.35 -0.02 0.10
N 6.125 -1.443 6.320 -1.27 1.19 -0.85
H -3.341 2.604 -5.546 0.15 0.04 0.26
H -2.017 3.475 -2.055 0.07 0.03 -0.26
N 1.014 -2.619 -0.697 -0.04 0.98 1.23
H -0.916 -0.637 -0.516 0.10 0.00 0.30
C 2.150 2.750 -0.989 -0.05 -0.62 0.76
H 3.503 -2.791 1.048 0.12 -0.10 0.56
C -0.636 3.851 4.305 0.23 -0.92 -1.01
P 0.530 -1.909 0.877 -2.06 -4.57 -2.92
P 0.461 0.831 1.994 -2.79 5.16 0.05
H 4.363 -1.621 2.125 -0.15 -0.42 0.00
H 0.277 3.248 6.272 0.06 0.01 -0.04
H -0.930 3.803 -4.189 -0.18 -0.20 0.30
C 0.626 1.974 4.513 -0.49 0.90 0.50
C -2.655 0.063 -3.731 0.08 -0.09 0.43
C 5.359 -0.682 5.855 0.99 -0.74 0.81
H -2.198 -2.847 2.051 -0.06 -0.14 0.04
```
Forces are in eV/Å.

---

No. 2
Here is C22H21InN5OS5 as an isolated structure in a non-equilibrium geometry from the Open Molecules 2025 dataset. Energies are from the ωB97M-V functional and the def2-TZVPD basis.

The HOMO energy is -9.1 eV. As for the energy: -92000.5354 eV. The frontier orbital gap is 0.2375 hartree. The LUMO energy comes out at -0.0981 hartree. As for the energy above the lowest of the compared OMol25 structures with the same formula, charge and spin: 0.00 kcal/mol. The net charge is +1.

Structure (XYZ):
```
55
Properties=species:S:1:pos:R:3:forces:R:3
H 6.529 12.875 3.604 0.02 -0.05 -0.05
S 11.113 10.672 5.563 -0.43 0.59 0.19
S 13.053 11.441 8.368 -0.42 0.59 0.18
C 11.687 14.957 5.394 0.64 0.66 -1.07
N 8.566 12.586 7.761 -1.71 1.17 1.46
H 7.970 7.767 7.656 0.01 0.21 -0.12
C 12.519 15.940 7.454 -0.64 -0.92 0.75
C 6.558 13.063 4.666 0.49 -0.27 0.33
H 11.367 7.651 9.109 -0.30 -0.17 -0.08
H 11.967 13.743 10.758 -0.24 -0.03 -0.15
N 11.068 14.171 7.708 1.09 1.19 1.47
H 8.518 13.792 10.858 0.28 -0.30 -0.07
C 13.494 7.414 7.012 -0.04 -0.13 -0.14
C 7.655 12.611 5.419 -0.83 0.39 -0.81
C 10.390 7.470 8.645 0.33 0.65 0.11
H 8.752 8.794 6.433 0.15 -0.01 0.29
C 13.327 16.845 6.816 0.04 0.14 -0.93
H 6.351 14.215 9.430 0.11 -0.09 -0.05
H 4.662 14.059 4.628 0.09 0.00 0.09
C 11.737 14.988 6.758 -0.12 0.05 1.97
H 12.507 15.889 3.637 0.02 0.02 -0.09
H 13.940 17.551 7.359 0.03 0.04 -0.07
C 13.064 9.959 7.499 -1.91 -0.92 -3.00
C 8.770 12.945 10.194 0.70 0.00 0.94
C 12.502 15.886 4.715 -0.39 -0.45 0.60
C 8.478 8.725 7.497 -0.08 0.14 0.25
H 10.502 6.909 7.714 0.04 0.12 -0.02
N 10.239 12.784 9.974 -0.43 0.40 0.58
In 10.686 11.936 7.673 0.46 -0.45 -0.07
H 10.575 12.031 10.568 0.05 0.13 -0.12
C 11.447 14.633 8.930 0.10 -0.22 -3.07
H 11.059 14.250 4.870 0.07 -0.02 -0.08
N 6.902 13.747 8.725 0.13 -0.26 -1.01
C 5.472 14.059 6.625 -0.32 0.06 -0.89
C 12.274 9.641 6.341 1.96 0.99 2.98
H 12.692 16.198 9.600 -0.01 -0.08 0.03
H 13.934 17.482 4.867 0.08 0.11 -0.17
C 11.059 14.008 10.197 -0.45 -0.68 0.86
C 9.697 8.774 8.372 1.00 2.44 0.97
S 14.013 8.655 8.121 -0.04 -0.49 -0.17
S 13.942 5.838 7.104 -0.05 0.37 -0.01
H 4.661 14.617 7.081 0.05 -0.10 -0.14
C 7.615 12.902 6.759 0.49 0.16 1.51
C 6.556 13.631 7.345 1.06 -0.55 0.95
C 8.086 13.127 8.915 -0.02 -0.87 -3.15
N 12.292 15.676 8.837 -0.13 0.03 -1.17
H 7.815 9.561 7.742 0.10 -0.16 -0.13
O 10.113 9.885 8.875 -1.20 -2.99 -1.40
H 10.521 14.755 10.797 0.00 -0.22 0.06
H 8.487 12.084 4.972 -0.05 -0.07 -0.03
H 8.374 12.031 10.669 0.25 0.29 -0.14
C 13.308 16.795 5.409 -0.22 -0.20 0.83
C 5.493 13.749 5.252 -0.08 0.24 0.67
H 9.765 6.844 9.284 -0.07 0.08 0.17
S 12.411 8.021 5.776 0.34 -0.56 0.18
```
Forces are in eV/Å.

---

No. 3
Here is C17H39O2P3Pb as an isolated structure in a non-equilibrium geometry from the Open Molecules 2025 dataset. Energies are from the ωB97M-V functional and the def2-TZVPD basis.

The HOMO energy (spin up / spin down) is -19.3 / -19.3 eV. As for the energy: -55426.5346 eV. The frontier orbital gap (spin up / spin down) is 0.1191 / 0.1499 hartree. The LUMO energy (spin up / spin down) comes out at -0.5885 / -0.5612 hartree. As for the energy above the lowest of the compared OMol25 structures with the same formula, charge and spin: 33.55 kcal/mol. The net charge is +4.

Structure (XYZ):
```
62
Properties=species:S:1:pos:R:3:forces:R:3
H -2.286 -2.016 -2.019 -0.03 0.23 -0.20
C 5.658 -1.593 1.093 2.05 0.15 -0.43
H -0.744 -3.838 -2.146 0.24 -0.22 0.22
C -2.616 0.563 -0.583 0.24 -0.11 1.31
H -0.218 -5.372 -1.370 0.02 0.28 -0.05
H 8.208 -3.520 2.277 -0.26 0.10 -0.02
C 2.493 1.129 -2.183 -0.40 0.10 0.42
H 0.837 -0.390 -4.114 0.20 -0.29 0.16
H 0.974 -2.108 -3.596 0.20 0.22 -0.24
H 4.153 -1.185 -2.891 -0.10 -0.05 0.19
C -1.838 -1.189 -2.586 0.72 -0.63 0.28
H -2.618 -0.666 -3.156 0.16 -0.03 0.16
C 1.490 -1.139 -3.648 -0.53 -0.39 0.17
H -3.126 -0.286 -0.106 0.12 0.27 -0.11
O -1.024 -0.370 2.037 -0.26 -0.23 -0.12
H 0.634 -4.409 2.326 0.01 -0.13 -0.25
C 3.153 3.324 1.315 -0.58 -0.43 -0.34
C 2.098 3.753 0.603 0.47 -0.29 -0.05
C 4.614 -2.285 1.696 -1.73 -0.16 -0.22
H 5.437 -0.732 0.470 0.26 -0.16 0.12
H -1.868 1.857 -2.787 0.22 -0.21 0.13
H 0.418 -5.693 1.102 0.23 0.27 0.07
H -1.092 -1.600 -3.275 -0.34 0.12 0.06
C 7.190 -3.150 2.130 0.98 -0.46 0.16
H 3.549 1.146 -2.482 -0.23 0.06 0.01
P -0.140 -3.539 0.191 -0.76 -1.56 -0.24
C 6.956 -2.081 1.267 -1.37 1.80 -1.18
H -2.085 -3.394 1.650 -0.02 -0.24 -0.26
H -3.269 1.004 -1.349 0.26 -0.19 0.08
C -0.016 -4.294 -1.458 0.29 0.31 -0.27
H -0.317 1.240 -3.436 -0.22 0.06 0.23
H -2.019 -4.948 0.768 0.10 0.31 -0.09
C 6.128 -3.743 2.828 -2.43 -0.46 0.87
C 0.798 -4.672 1.269 0.22 0.25 0.30
H 3.581 -2.495 -1.795 0.19 0.16 -0.19
H -1.837 -0.846 2.286 0.27 0.22 0.03
H -1.090 0.495 2.470 0.06 -0.07 0.09
H 2.399 -1.257 -4.254 -0.23 0.08 0.09
H 6.312 -4.558 3.528 0.05 0.21 -0.17
H 1.878 -4.642 1.054 -0.30 -0.20 -0.04
H 2.227 4.221 -0.381 -0.06 -0.08 0.44
H -2.385 1.322 0.176 -0.23 -0.16 -0.23
C -0.871 1.481 -2.521 1.13 0.10 0.26
O 3.327 -1.983 1.263 1.43 -1.17 0.91
C -1.867 -3.861 0.678 -0.17 0.57 0.21
P -1.084 0.018 -1.424 -2.22 0.67 -2.05
H 1.077 3.678 0.988 0.34 0.17 -0.03
H 2.379 1.688 -1.244 0.14 0.01 -0.17
H 3.953 -3.739 3.154 0.45 -0.04 -0.09
H -0.320 2.259 -1.977 -0.24 0.02 -0.21
C 3.677 -1.410 -1.928 0.12 -0.66 0.92
C 4.813 -3.308 2.631 1.35 -0.90 0.53
Pb 1.032 -1.145 0.578 -1.29 1.56 0.49
H 2.704 -2.667 1.607 1.00 0.17 0.27
P 2.033 -0.632 -1.980 0.92 1.14 -2.19
H 4.179 3.370 0.937 -0.38 0.22 0.19
H 0.999 -4.148 -1.856 -0.28 -0.19 0.00
H 1.874 1.600 -2.958 0.25 -0.15 0.23
H 2.999 2.859 2.295 0.16 0.33 -0.25
H -2.558 -3.458 -0.078 0.18 -0.17 0.26
H 7.766 -1.620 0.707 -0.04 -0.06 0.25
H 4.291 -1.015 -1.106 -0.32 -0.06 -0.44
```
Forces are in eV/Å.

---

No. 4
Here is an isolated molecule of C4H9NO2 in a non-equilibrium geometry from the Open Molecules 2025 dataset. Energies are from the ωB97M-V functional and the def2-TZVPD basis.

The HOMO energy is -9.9 eV. As for the energy: -9878.8082 eV. The frontier orbital gap is 0.3928 hartree. The LUMO energy comes out at 0.0292 hartree. As for the energy above the lowest of the compared OMol25 structures with the same formula, charge and spin: 28.88 kcal/mol.

Structure (XYZ):
```
16
Properties=species:S:1:pos:R:3:forces:R:3
H 2.073 2.329 0.506 0.04 0.20 0.12
C -1.246 -0.382 -0.105 -1.87 1.24 -0.85
C 1.917 1.288 0.203 -0.24 0.20 -0.32
H -1.725 -2.475 -0.547 -0.16 -0.09 -0.10
H -1.729 -1.100 1.634 0.22 0.34 0.10
O -1.427 -0.242 1.302 0.13 -0.82 0.19
C -2.133 -1.477 -0.715 0.81 0.24 0.47
H -2.236 -1.265 -1.772 0.09 -0.27 -0.28
H -0.060 1.701 -0.138 0.30 0.47 0.02
H -3.125 -1.373 -0.277 -0.01 -0.19 0.08
O 2.764 0.437 0.300 0.37 -0.23 0.14
H 0.469 -0.776 -1.439 -0.19 0.20 -0.40
C 0.210 -0.312 -0.495 0.51 -0.07 1.11
H 0.733 -0.870 0.276 0.29 -0.38 -0.04
N 0.698 1.075 -0.358 -0.79 -0.88 -0.14
H -1.762 0.521 -0.485 0.47 0.05 -0.10
```
Forces are in eV/Å.

---

No. 5
Here is C5H11N3O2 as an isolated structure in a non-equilibrium geometry from the Open Molecules 2025 dataset. Energies are from the ωB97M-V functional and the def2-TZVPD basis.

The HOMO energy (spin up / spin down) is 2.3 / 2.3 eV. As for the energy: -13918.6935 eV. The frontier orbital gap (spin up / spin down) is 0.1743 / 0.1743 hartree. The LUMO energy (spin up / spin down) comes out at 0.2592 / 0.2592 hartree. As for the energy above the lowest of the compared OMol25 structures with the same formula, charge and spin: 55.07 kcal/mol. The net charge is -2.

Structure (XYZ):
```
21
Properties=species:S:1:pos:R:3:forces:R:3
H -1.794 2.276 1.382 1.14 -0.01 0.30
H 0.683 -2.212 -1.394 -0.80 -0.92 1.63
H -0.792 -3.040 -0.682 -0.22 -0.12 0.23
C 0.131 -2.552 -0.379 0.67 2.51 -2.26
N -1.177 -0.329 -0.788 1.79 0.71 1.20
C 1.603 1.055 -1.153 -2.68 4.33 0.91
H 1.916 2.228 -1.067 -0.27 -2.61 -0.70
N -0.142 -1.363 0.399 -1.26 0.95 -0.91
H -1.006 0.691 1.919 1.92 -1.22 3.59
H 0.783 -3.169 0.185 0.71 -0.98 0.45
C 0.817 0.776 0.191 -1.66 0.55 -2.15
O -2.434 -0.479 -0.603 -0.85 -0.73 -0.32
H -0.956 1.829 -0.674 0.56 -0.38 -0.78
C -1.459 1.237 1.216 -3.77 0.27 -2.43
H 2.323 0.362 -0.966 2.87 -1.57 -0.60
O 1.535 -0.772 1.847 0.52 0.49 0.41
H 0.944 0.876 -2.048 0.86 0.04 0.87
C -0.690 0.946 -0.068 -0.84 0.31 0.33
H -2.497 0.754 1.187 1.22 0.18 -0.61
N 1.096 -0.591 0.545 -0.34 -1.80 0.30
H 1.115 1.478 0.950 0.46 0.01 0.53
```
Forces are in eV/Å.

---

No. 6
Here is C3H3O3Sn as an isolated structure in a non-equilibrium geometry from the Open Molecules 2025 dataset. Energies are from the ωB97M-V functional and the def2-TZVPD basis.

The HOMO energy is -13.7 eV. As for the energy: -15121.3655 eV. The frontier orbital gap is 0.2735 hartree. The LUMO energy comes out at -0.2285 hartree. As for the energy above the lowest of the compared OMol25 structures with the same formula, charge and spin: 43.99 kcal/mol. The net charge is +1.

Structure (XYZ):
```
10
Properties=species:S:1:pos:R:3:forces:R:3
H -0.019 0.678 -2.123 -0.04 0.16 0.28
O 0.978 -1.777 1.157 0.91 -0.63 1.89
O 0.266 0.337 1.584 1.48 -1.68 -1.53
H 0.927 1.524 -0.854 0.01 -0.57 -0.03
C 0.109 0.802 -1.029 0.10 2.04 -0.59
C 0.655 -0.578 0.894 -2.85 4.52 3.96
Sn 0.894 -2.366 -0.674 0.70 -5.48 -3.46
C -1.176 1.228 -0.513 0.03 -0.17 0.40
H -1.170 2.333 -0.587 -0.32 -0.25 -0.37
O 0.533 -0.472 -0.510 -0.02 2.04 -0.57
```
Forces are in eV/Å.